Here is 2 unconnected molecules or ions with the total composition ClH5OSi2 in a non-equilibrium geometry from OMol25. Energies are from wB97M-V/def2-TZVPD.

Orbital gap, eV: 9.88
E_HOMO, eV: -10.75
Energy above the lowest of the compared OMol25 structures with the same formula, charge and spin, kJ/mol: 315.4
SMILES string: O=[SiH2].[SiH3]Cl
Molar mass, g mol⁻¹: 112.7
DFT total energy, eV: -30405.692

The geometry in ORCA input format:
```
! RIJCOSX wB97M-V def2-TZVPD def2/J DEFGRID3
* xyz 0 1
O -0.55 -0.66 -2.03
Si 0.09 -0.31 -3.35
H 1.41 -0.68 -3.43
H -0.25 0.75 -4.32
Si 0.94 0.17 0.84
Cl 0.42 1.01 2.64
H 2.41 -0.06 0.72
H 0.24 -1.09 0.74
H 0.53 0.82 -0.42
*
```

Atomic partial charges in e from the natural (NBO) method, atoms 1 to 8: -1.13 1.62 -0.26 -0.23 0.87 -0.38 -0.17 -0.16